*i*
This record from the Open Molecules 2025 dataset describes a 2-piece molecular cluster, C2H5NO4S overall. The level of theory is ωB97M-V/def2-TZVPD.

Structure (XYZ):
```
13
Properties=species:S:1:pos:R:3:nbo_charge:R:1
H 0.494 -1.556 1.041 0.254
C -0.860 -0.556 -0.350 0.566
N -0.130 1.993 0.337 -0.671
O -3.522 0.487 -1.638 -0.852
O -3.169 -1.918 -1.635 -0.872
S -2.717 -0.600 -1.299 2.505
H -0.783 2.188 1.018 0.294
O -2.157 -0.651 0.240 -0.648
C 0.322 -1.401 -0.017 -0.713
O -1.167 -0.387 -1.659 -0.656
H -0.688 2.034 -0.530 0.297
H 1.307 -1.081 -0.439 0.267
H 0.102 -2.419 -0.470 0.230
```

As for the HOMO energy (alpha / beta): -10.947 / -8.639 eV. The HOMO-LUMO gap (alpha / beta) is 0.40220 / 0.29656 Eh.

*ii*
This record from the Open Molecules 2025 dataset describes one molecule with the formula C2H5NO4S. The level of theory is ωB97M-V/def2-TZVPD.

Structure (XYZ):
```
13
Properties=species:S:1:pos:R:3:nbo_charge:R:1
O 2.589 0.715 0.838 -0.925
H 0.103 0.493 1.405 0.182
H -2.389 1.246 -1.028 0.409
O -1.867 -1.217 -0.464 -0.596
H -0.989 1.682 -0.191 0.384
S 2.147 -0.501 0.174 1.427
H -0.715 -1.889 0.782 0.487
H 2.102 0.741 -1.556 0.476
C -1.241 -0.241 -0.168 0.624
C 0.032 -0.375 0.708 -0.111
N -1.653 1.033 -0.396 -0.788
O -0.068 -1.542 1.378 -0.684
O 1.950 -0.147 -1.480 -0.884
```

As for the HOMO energy: -8.923 eV. The HOMO-LUMO gap is 0.32358 Eh.

The most stable arrangement is *ii*, and the next structure is 76.5 kcal/mol less stable.

*i*
This record from the Open Molecules 2025 dataset describes a 2-piece molecular cluster, C4H13N2O overall. The level of theory is ωB97M-V/def2-TZVPD.

Structure (XYZ):
```
20
Properties=species:S:1:pos:R:3:nbo_charge:R:1
O 1.365 -0.719 -0.612 -0.722
H -0.262 -2.467 0.695 0.247
H 0.927 -3.377 -0.344 0.256
N -0.084 1.360 -1.534 -0.696
C 1.454 -1.435 0.386 0.714
H -0.200 1.102 0.538 0.226
H 2.219 0.069 1.539 0.402
H -2.747 2.025 -1.036 0.224
H 0.486 2.195 -1.445 0.439
H -1.795 2.969 0.025 0.219
H 1.101 -3.353 1.337 0.237
C 0.771 -2.742 0.519 -0.713
H -0.636 1.395 -2.388 0.432
C -2.132 1.945 -0.134 -0.641
H 0.540 0.505 -1.613 0.498
H 2.085 -1.411 2.375 0.411
H -1.256 0.016 -0.261 0.233
N 1.846 -0.867 1.560 -0.797
C -0.910 1.047 -0.312 -0.227
H -2.770 1.742 0.704 0.258
```

As for the HOMO energy: -14.186 eV. The HOMO-LUMO gap is 0.40941 Eh. As for the net charge: +1.

*ii*
This record from the Open Molecules 2025 dataset describes a 2-piece molecular cluster, C4H13N2O overall. The level of theory is ωB97M-V/def2-TZVPD.

Structure (XYZ):
```
20
Properties=species:S:1:pos:R:3:nbo_charge:R:1
H 1.380 0.575 2.562 0.238
H -1.812 -2.635 -2.070 0.226
H -0.056 -0.311 -1.361 0.458
H -0.613 -0.838 -2.935 0.432
N -1.791 -1.882 -0.168 -0.711
H -1.395 -1.229 0.494 0.419
H 2.173 0.582 -0.982 0.497
H -2.191 -2.726 0.215 0.435
C 1.324 0.144 1.562 -0.623
C -1.429 -1.852 -1.431 0.398
H 1.928 1.984 0.649 0.191
C -0.221 1.901 0.649 -0.625
O 1.233 0.708 -0.809 -0.764
C 1.130 1.248 0.539 0.087
N -0.644 -0.947 -1.932 -0.711
H 0.473 -0.539 1.579 0.174
H -1.013 1.208 0.350 0.179
H -0.408 2.219 1.673 0.235
H -0.305 2.806 0.044 0.239
H 2.236 -0.416 1.371 0.225
```

As for the HOMO energy: -14.506 eV. The HOMO-LUMO gap is 0.41106 Eh. As for the net charge: +1.

The most stable arrangement is *i*, and the next structure is 4.0 kcal/mol less stable.

*i*
This record from the Open Molecules 2025 dataset describes an isolated ion of composition CHO2 and charge -1. The level of theory is ωB97M-V/def2-TZVPD.

Structure (XYZ):
```
4
Properties=species:S:1:pos:R:3:nbo_charge:R:1
C 0.045 0.100 0.014 0.596
O -1.060 0.092 0.637 -0.812
O 0.252 0.314 -1.182 -0.777
H 0.762 -0.506 0.531 -0.008
```

As for the HOMO energy: -3.516 eV. The HOMO-LUMO gap is 0.31529 Eh. As for the net charge: -1.

*ii*
This record from the Open Molecules 2025 dataset describes a 2-piece molecular cluster, CHO2 overall. The level of theory is ωB97M-V/def2-TZVPD.

Structure (XYZ):
```
4
Properties=species:S:1:pos:R:3:nbo_charge:R:1
O -1.253 0.303 -1.428 -0.975
C 0.180 -0.088 0.214 0.507
O 1.357 0.070 0.027 -0.597
H -0.284 -0.285 1.187 0.066
```

As for the HOMO energy (alpha / beta): -2.875 / -2.236 eV. The HOMO-LUMO gap (alpha / beta) is 0.27315 / 0.25139 Eh. As for the net charge: -1.

The most stable arrangement is *i*, and the next structure is 119.2 kcal/mol less stable.

*i*
This record from the Open Molecules 2025 dataset describes one molecule with the formula CH3N3O2Si. The level of theory is ωB97M-V/def2-TZVPD.

Structure (XYZ):
```
10
Properties=species:S:1:pos:R:3:nbo_charge:R:1
N -2.314 -2.842 -0.736 -0.259
H 0.831 -0.478 1.498 0.418
O -3.275 0.751 -0.477 -0.343
C -1.958 -1.756 -0.707 -0.153
N 0.140 0.054 1.054 -1.300
Si -0.794 -0.260 -0.326 1.534
H -0.098 0.931 1.423 0.438
H -0.158 0.357 -1.596 -0.146
O -1.958 1.650 1.009 -0.419
N -2.199 0.858 0.077 0.231
```

As for the HOMO energy: -11.020 eV. The HOMO-LUMO gap is 0.38199 Eh.

*ii*
This record from the Open Molecules 2025 dataset describes a 2-piece molecular cluster, CH3N3O2Si overall. The level of theory is ωB97M-V/def2-TZVPD.

Structure (XYZ):
```
10
Properties=species:S:1:pos:R:3:nbo_charge:R:1
H -2.220 1.022 -0.789 0.332
N 4.023 0.935 0.350 -0.224
Si 1.815 -0.899 -0.357 1.162
H 1.956 -2.396 -0.475 -0.108
O -0.542 0.206 0.174 -0.310
C 3.245 0.250 -0.088 -0.188
N 0.280 -0.726 0.089 -0.435
H -2.083 0.940 0.929 0.356
O -3.771 0.038 0.082 -0.348
N -2.704 0.629 0.085 -0.237
```

As for the HOMO energy (alpha / beta): -9.460 / -8.043 eV. The HOMO-LUMO gap (alpha / beta) is 0.30424 / 0.23904 Eh.

*iii*
This record from the Open Molecules 2025 dataset describes one molecule with the formula CH3N3O2Si. The level of theory is ωB97M-V/def2-TZVPD.

Structure (XYZ):
```
10
Properties=species:S:1:pos:R:3:nbo_charge:R:1
H -0.870 -0.008 -1.850 -0.128
N 1.664 -2.474 -0.231 -0.217
N 0.987 1.375 0.096 -1.247
O -1.362 -0.282 1.850 -0.350
O -2.546 -0.482 0.073 -0.411
H 0.642 2.412 0.060 0.404
N -1.445 -0.332 0.624 0.235
C 1.060 -1.501 -0.283 -0.194
H 1.936 1.389 0.361 0.401
Si -0.066 -0.096 -0.701 1.509
```

As for the HOMO energy: -10.547 eV. The HOMO-LUMO gap is 0.36347 Eh.

The most stable arrangement is *i*, and the next structure is 17.9 kcal/mol less stable.

*i*
This record from the Open Molecules 2025 dataset describes one molecule with the formula C2H3BrO2. The level of theory is ωB97M-V/def2-TZVPD.

Structure (XYZ):
```
8
Properties=species:S:1:pos:R:3:nbo_charge:R:1
C 0.870 0.403 0.368 -0.216
H -2.201 -0.542 -0.387 0.144
H 1.216 0.159 1.345 0.206
Br 1.362 2.080 -0.253 0.068
O -0.589 0.339 0.477 -0.512
O -0.474 -1.398 -0.931 -0.579
H 0.958 -0.480 -0.248 0.248
C -1.141 -0.561 -0.372 0.642
```

As for the HOMO energy: -10.490 eV. The HOMO-LUMO gap is 0.41729 Eh.

*ii*
This record from the Open Molecules 2025 dataset describes a 2-piece molecular cluster, C2H3BrO2 overall. The level of theory is ωB97M-V/def2-TZVPD.

Structure (XYZ):
```
8
Properties=species:S:1:pos:R:3:nbo_charge:R:1
H -0.498 1.508 -0.810 0.199
H -1.022 -0.402 1.087 0.225
C -0.004 -0.060 0.668 0.220
Br -1.621 -1.835 -1.671 -0.440
O 0.972 0.325 1.527 -0.206
O 1.032 -0.874 0.885 -0.207
H 1.016 0.648 -1.081 0.194
C 0.125 0.689 -0.605 0.017
```

As for the HOMO energy (alpha / beta): -9.660 / -9.660 eV. The HOMO-LUMO gap (alpha / beta) is 0.22677 / 0.22681 Eh.

*iii*
This record from the Open Molecules 2025 dataset describes one molecule with the formula C2H3BrO2. The level of theory is ωB97M-V/def2-TZVPD.

Structure (XYZ):
```
8
Properties=species:S:1:pos:R:3:nbo_charge:R:1
C 0.638 -0.803 0.228 0.216
C -0.357 -0.046 -0.546 -0.478
O 2.554 -1.797 -0.081 -0.402
Br -2.216 -0.659 -0.185 -0.014
O 1.678 -0.973 -0.356 -0.013
H 0.262 -1.481 1.013 0.190
H -0.451 0.954 -0.148 0.243
H -0.257 -0.150 -1.651 0.258
```

As for the HOMO energy (alpha / beta): -9.735 / -9.740 eV. The HOMO-LUMO gap (alpha / beta) is 0.34162 / 0.34180 Eh.

*iv*
This record from the Open Molecules 2025 dataset describes one molecule with the formula C2H3BrO2. The level of theory is ωB97M-V/def2-TZVPD.

Structure (XYZ):
```
8
Properties=species:S:1:pos:R:3:nbo_charge:R:1
H -0.422 -1.882 0.265 0.209
O 0.305 -0.220 -0.633 -0.541
H 1.458 1.169 -1.452 0.130
C 0.977 0.955 -0.494 0.659
H -0.378 -0.531 1.420 0.219
C -0.560 -0.845 0.392 -0.120
O 1.006 1.620 0.480 -0.554
Br -2.386 -0.266 0.023 -0.002
```

As for the HOMO energy: -10.669 eV. The HOMO-LUMO gap is 0.41782 Eh.

The most stable arrangement is *iv*, and the next structure is 6.8 kcal/mol less stable.

*i*
This record from the Open Molecules 2025 dataset describes a 2-piece molecular cluster, C3H11NO2S overall. The level of theory is ωB97M-V/def2-TZVPD.

Structure (XYZ):
```
18
Properties=species:S:1:pos:R:3:nbo_charge:R:1
C -0.452 -0.613 -0.872 -0.100
N -1.647 -0.875 -1.688 -0.855
H -1.803 1.636 -1.677 0.132
S -0.894 2.141 -0.828 -0.073
O 0.292 -2.858 -0.957 -0.730
H 4.202 0.863 4.808 0.467
H -1.914 -1.854 -1.583 0.368
H 0.433 -0.551 -1.509 0.208
H 0.115 0.707 0.725 0.216
H -1.070 -2.219 0.421 0.156
H 0.582 -3.634 -0.468 0.473
C -0.733 0.529 0.075 -0.490
H 0.556 -1.628 0.740 0.169
H -1.520 -0.720 -2.674 0.369
H 2.774 1.286 4.504 0.467
C -0.156 -1.857 -0.047 -0.064
H -1.650 0.380 0.623 0.222
O 3.686 1.440 4.225 -0.934
```

As for the HOMO energy: -8.839 eV. The HOMO-LUMO gap is 0.34633 Eh.

*ii*
This record from the Open Molecules 2025 dataset describes a 2-piece molecular cluster, C3H11NO2S overall. The level of theory is ωB97M-V/def2-TZVPD.

Structure (XYZ):
```
18
Properties=species:S:1:pos:R:3:nbo_charge:R:1
H -0.015 2.833 -0.322 0.176
H 2.941 -0.363 -0.884 0.478
C 0.308 1.879 0.045 0.098
N -0.531 0.813 -0.444 -0.659
O 2.565 -0.999 -0.272 -0.957
H -2.138 -1.409 -0.894 0.216
H 2.441 -0.664 0.639 0.485
H 0.210 -1.208 -0.697 0.213
C -0.329 -0.582 -0.012 -0.227
H 0.281 -0.640 0.877 0.193
O 1.666 1.587 -0.369 -0.780
S -2.248 -2.399 1.214 -0.020
C -1.815 -1.082 0.112 -0.559
H -2.455 -1.693 2.300 0.109
H -0.713 0.902 -1.422 0.362
H 1.829 1.492 -1.313 0.459
H -2.505 -0.248 0.281 0.233
H 0.510 1.779 1.161 0.180
```

As for the HOMO energy: -8.727 eV. The HOMO-LUMO gap is 0.34358 Eh.

*iii*
This record from the Open Molecules 2025 dataset describes a 2-piece molecular cluster, C3H11NO2S overall. The level of theory is ωB97M-V/def2-TZVPD.

Structure (XYZ):
```
18
Properties=species:S:1:pos:R:3:nbo_charge:R:1
H 2.249 -0.291 0.102 0.388
H 0.876 -0.841 -0.660 0.374
H -2.892 -5.768 2.481 0.461
O 2.712 2.406 0.681 -0.722
C 0.845 1.261 -0.343 -0.082
H -1.332 2.089 -0.012 0.241
N 1.425 -0.052 -0.404 -0.891
H 2.931 2.100 -0.205 0.466
H -1.887 -6.399 3.285 0.461
H 0.719 2.998 0.827 0.166
C -0.713 1.229 -0.239 -0.501
H -0.838 -0.674 -1.916 0.117
H 1.177 1.753 -1.272 0.181
O -2.451 -6.628 2.543 -0.922
H 1.139 1.560 1.810 0.179
H -0.967 0.383 0.420 0.222
C 1.309 2.091 0.874 -0.062
S -1.401 0.574 -1.843 -0.077
```

As for the HOMO energy: -9.150 eV. The HOMO-LUMO gap is 0.36126 Eh.

The most stable arrangement is *i*, and the next structure is 15.0 kcal/mol less stable.